4
Properties=species:S:1:pos:R:3:forces:R:3 method="wB97M-V/def2-TZVPD" lumo_energy_ev=-0.60 gap_ev=11.168 total_energy_ev=-18315.6722 molar_mass_g_mol=86.06 max_force_ev_per_a=8.91
O -1.56818 -0.10726 -0.01722 8.38 1.02 2.83
F 0.75614 1.28165 -0.23672 -0.93 -1.68 0.60
F 0.78556 -1.20505 -0.28477 -0.80 2.02 1.04
S 0.02649 0.03066 0.53872 -6.66 -1.35 -4.46